{
  "formula": "C46H58BCl3N11NaO6S4",
  "method": "the ωB97M-V functional and the def2-TZVPD basis",
  "multiplicity": 1,
  "homo_energy_ev": -6.258,
  "homo_lumo_gap_ev": 6.2,
  "energy_ha": -6002.2263,
  "e_above_lowest_kcal_mol": 17.7,
  "charge": 0,
  "elements": ["Na", "O", "C", "O", "C", "C", "C", "C", "C", "N", "C", "O", "O", "H", "H", "H", "H", "H", "C", "C", "C", "C", "N", "C", "C", "N", "B", "N", "C", "C", "N", "C", "S", "C", "C", "C", "C", "N", "C", "C", "N", "C", "S", "C", "C", "C", "C", "C", "S", "H", "H", "H", "H", "H", "H", "H", "H", "H", "H", "H", "H", "H", "H", "H", "H", "H", "H", "H", "H", "H", "H", "H", "H", "H", "H", "H", "H", "H", "H", "H", "H", "H", "H", "Cl", "C", "C", "C", "C", "C", "C", "N", "C", "C", "N", "C", "O", "C", "C", "C", "Cl", "S", "C", "C", "C", "Cl", "C", "H", "H", "H", "H", "H", "H", "H", "H", "H", "H", "H", "H", "H", "C", "N", "C", "N", "O", "H", "H", "H", "H", "H", "H"],
  "positions_angstrom": [[-0.762, 1.479, 0.851], [-4.085, 4.901, -0.221], [-2.864, 4.354, -0.018], [-2.112, 4.079, -0.904], [-2.581, 4.155, 1.447], [-3.457, 4.591, 2.432], [-3.120, 4.357, 3.755], [-1.918, 3.734, 4.040], [-1.098, 3.361, 2.982], [-1.435, 3.546, 1.713], [0.237, 2.675, 3.170], [0.860, 2.869, 4.349], [0.730, 1.993, 2.323], [-4.178, 5.001, -1.180], [-4.380, 5.081, 2.162], [-3.789, 4.649, 4.553], [-1.650, 3.510, 5.065], [0.406, 3.538, 4.872], [-0.468, 6.572, -3.272], [0.840, 6.365, -2.495], [1.991, 7.114, -3.168], [0.639, 6.925, -1.093], [1.153, 4.910, -2.540], [1.145, 4.264, -3.773], [1.251, 2.947, -3.546], [1.339, 2.753, -2.184], [1.247, 1.377, -1.476], [2.584, 1.039, -0.787], [3.780, 1.685, -1.004], [4.649, 1.279, -0.064], [3.985, 0.372, 0.755], [2.704, 0.231, 0.293], [1.492, -0.816, 0.870], [4.542, -0.190, 2.014], [3.706, 0.304, 3.195], [4.559, -1.716, 1.937], [5.977, 0.299, 2.191], [0.962, 0.281, -2.554], [1.882, -0.665, -2.944], [1.288, -1.488, -3.821], [-0.026, -1.058, -3.982], [-0.221, 0.043, -3.176], [-1.603, 0.994, -2.917], [-0.891, -1.789, -4.952], [-0.186, -1.756, -6.312], [-1.030, -3.231, -4.459], [-2.288, -1.210, -5.144], [1.304, 3.962, -1.555], [1.567, 4.136, 0.105], [-0.818, 7.594, -3.126], [-1.227, 5.880, -2.905], [-0.342, 6.411, -4.343], [1.752, 8.177, -3.236], [2.178, 6.744, -4.177], [2.905, 7.000, -2.585], [0.382, 7.982, -1.207], [1.530, 6.835, -0.482], [-0.170, 6.415, -0.574], [1.051, 4.794, -4.702], [1.259, 2.130, -4.244], [0.396, 1.356, -0.650], [3.902, 2.403, -1.795], [5.673, 1.557, 0.086], [2.671, -0.011, 3.088], [3.729, 1.394, 3.245], [4.115, -0.103, 4.122], [3.552, -2.111, 1.832], [5.007, -2.116, 2.849], [5.158, -2.045, 1.086], [6.029, 1.385, 2.280], [6.622, -0.027, 1.373], [6.366, -0.131, 3.114], [2.882, -0.679, -2.551], [1.678, -2.351, -4.326], [0.798, -2.223, -6.280], [-0.067, -0.725, -6.648], [-0.789, -2.292, -7.046], [-0.072, -3.752, -4.431], [-1.697, -3.783, -5.121], [-1.454, -3.248, -3.453], [-2.263, -0.171, -5.456], [-2.882, -1.266, -4.237], [-2.773, -1.809, -5.920], [3.987, -5.565, 0.417], [2.351, -5.110, 0.780], [1.820, -5.410, 2.025], [0.509, -5.060, 2.288], [-0.291, -4.416, 1.345], [-1.749, -4.124, 1.632], [-2.029, -3.547, 3.027], [-1.403, -2.256, 3.254], [-0.204, -1.982, 3.878], [-0.123, -0.622, 3.950], [-1.233, -0.052, 3.370], [-1.974, -1.057, 2.983], [-2.490, -5.321, 1.345], [-3.155, -6.034, 2.370], [-2.211, -6.872, 3.185], [-2.092, -6.865, 4.541], [-2.984, -5.903, 5.654], [-0.890, -7.946, 5.119], [-0.527, -8.440, 3.517], [-1.294, -7.800, 2.602], [0.279, -4.147, 0.108], [-0.651, -3.429, -1.175], [1.595, -4.473, -0.184], [2.423, -5.912, 2.767], [0.094, -5.316, 3.254], [-2.108, -3.385, 0.914], [-1.727, -4.224, 3.823], [-3.104, -3.395, 3.125], [0.472, -2.760, 4.182], [0.682, -0.023, 4.342], [-2.935, -0.977, 2.499], [-3.847, -6.689, 1.838], [-3.755, -5.391, 3.018], [0.241, -9.177, 3.344], [-1.212, -7.948, 1.535], [2.014, -4.232, -1.150], [-4.797, 1.582, -1.145], [-4.196, 0.270, -1.004], [-3.103, 0.123, -0.211], [-2.412, -1.058, -0.355], [-2.795, 0.952, 0.648], [-5.835, 1.474, -1.456], [-4.257, 2.193, -1.874], [-4.772, 2.079, -0.179], [-4.199, -0.300, -1.834], [-2.377, -1.427, -1.295], [-1.493, -1.049, 0.074]],
  "forces_ev_per_angstrom": [[0.408, -0.174, -0.215], [0.014, 0.010, -0.009], [-0.017, -0.055, 0.055], [-0.002, 0.002, -0.024], [0.006, 0.037, -0.044], [0.009, 0.002, 0.006], [-0.004, -0.003, -0.006], [0.041, 0.028, 0.022], [0.004, 0.055, 0.046], [-0.184, 0.095, 0.275], [-0.045, 0.066, 0.060], [0.004, -0.005, -0.005], [0.369, 0.192, 0.615], [-0.008, 0.008, -0.006], [-0.002, 0.004, -0.002], [0.000, 0.003, 0.001], [-0.007, -0.005, 0.001], [0.002, 0.018, 0.002], [0.003, 0.016, -0.021], [0.076, -0.026, -0.027], [0.007, 0.002, 0.017], [-0.016, -0.073, 0.003], [-0.125, -0.047, 0.040], [-0.007, -0.034, -0.025], [0.052, 0.016, -0.029], [-0.087, -0.124, -0.045], [0.031, -0.029, -0.218], [0.005, 0.121, 0.127], [0.011, -0.045, -0.005], [0.024, -0.033, -0.034], [-0.070, 0.099, 0.093], [0.049, -0.080, -0.130], [-0.162, -0.142, -0.097], [0.013, -0.033, -0.036], [-0.015, 0.003, -0.027], [0.005, -0.042, -0.005], [-0.003, -0.001, -0.002], [0.035, -0.052, 0.086], [0.028, -0.014, -0.018], [0.023, -0.018, 0.039], [-0.021, 0.085, 0.019], [0.016, -0.138, 0.015], [-0.051, -0.070, -0.200], [0.041, -0.032, -0.035], [0.003, 0.013, -0.022], [-0.084, 0.032, -0.013], [0.046, 0.037, 0.091], [0.123, 0.092, 0.030], [-0.065, 0.115, -0.064], [0.005, 0.008, -0.021], [-0.016, 0.008, 0.018], [-0.021, -0.004, 0.018], [0.004, 0.005, 0.008], [-0.005, 0.005, -0.001], [0.002, -0.005, -0.003], [0.003, -0.026, 0.012], [0.052, -0.012, 0.032], [-0.016, -0.023, 0.017], [-0.008, -0.007, 0.011], [-0.014, -0.006, 0.005], [0.112, 0.101, -0.476], [-0.011, 0.020, 0.003], [-0.014, 0.022, 0.024], [-0.013, -0.006, 0.002], [0.005, 0.004, 0.001], [0.010, 0.004, 0.002], [-0.016, -0.023, -0.006], [0.004, -0.007, 0.005], [0.006, -0.013, -0.011], [-0.002, 0.001, 0.002], [0.002, -0.002, 0.004], [0.003, -0.001, 0.001], [0.008, -0.013, 0.014], [0.005, 0.022, 0.001], [-0.024, 0.007, -0.016], [0.001, -0.003, -0.007], [-0.001, -0.005, -0.009], [-0.014, 0.006, 0.043], [0.011, -0.006, -0.035], [-0.037, -0.009, -0.273], [0.014, 0.072, -0.016], [-0.025, 0.006, 0.061], [0.003, 0.029, 0.031], [0.016, 0.055, 0.003], [-0.028, 0.004, 0.025], [0.018, 0.023, -0.030], [0.013, 0.106, 0.004], [-0.018, 0.033, 0.185], [0.077, -0.021, 0.043], [0.063, 0.015, -0.057], [0.043, -0.059, -0.015], [-0.072, 0.042, 0.079], [-0.022, -0.200, -0.160], [0.046, 0.116, 0.148], [-0.130, 0.086, -0.124], [-0.292, 0.181, -0.128], [0.134, -0.098, 0.033], [-0.052, -0.036, 0.035], [0.020, 0.003, -0.023], [-0.025, -0.008, 0.020], [0.018, 0.007, 0.009], [-0.007, 0.008, -0.002], [0.002, -0.005, 0.015], [0.065, -0.046, 0.048], [0.329, -0.195, 0.158], [-0.020, 0.025, -0.035], [-0.002, -0.004, 0.001], [-0.022, 0.019, 0.038], [0.043, 0.000, 0.020], [0.056, 0.017, 0.012], [-0.009, -0.030, 0.002], [0.019, -0.032, 0.012], [0.007, -0.011, -0.003], [0.003, 0.000, -0.023], [-0.009, 0.010, 0.011], [0.014, -0.010, -0.004], [0.004, -0.005, -0.010], [0.001, 0.000, -0.007], [0.006, 0.012, -0.003], [-0.008, 0.004, -0.004], [-0.045, -0.041, 0.019], [0.094, -0.080, -0.032], [-0.200, 0.147, 0.117], [-0.635, -0.167, -0.022], [0.006, 0.000, -0.019], [0.014, 0.012, 0.011], [-0.017, -0.001, 0.002], [0.005, 0.007, -0.023], [-0.010, 0.074, 0.029], [0.025, 0.018, -0.070]]
}


{
  "formula": "C46H58Cl4O26",
  "method": "the ωB97M-V functional and the def2-TZVPD basis",
  "multiplicity": 1,
  "homo_energy_ev": -9.695,
  "smiles": "O=C1C=C(O)C(=O)C=C1O.O=C1C=C(O)C(=O)C=C1O.O=C1C=C(O)C(=O)C=C1O.O=C1C=C(O)C(=O)C=C1O.O=C1C=C(O)C(=O)C=C1O.COCCOC.COCCOC.COCCOC.ClCCCl.ClCCCl",
  "homo_lumo_gap_ev": 7.8,
  "energy_ha": -5584.4023,
  "e_above_lowest_kcal_mol": 31.2,
  "charge": 0,
  "elements": ["Cl", "C", "C", "Cl", "H", "H", "H", "H", "Cl", "C", "C", "Cl", "H", "H", "H", "H", "C", "O", "C", "C", "O", "C", "H", "H", "H", "H", "H", "H", "H", "H", "H", "H", "C", "O", "C", "C", "O", "C", "H", "H", "H", "H", "H", "H", "H", "H", "H", "H", "C", "O", "C", "C", "O", "C", "H", "H", "H", "H", "H", "H", "H", "H", "H", "H", "C", "C", "C", "O", "C", "C", "C", "O", "O", "O", "H", "H", "H", "H", "C", "C", "C", "O", "C", "C", "C", "O", "O", "O", "H", "H", "H", "H", "C", "C", "C", "O", "C", "C", "C", "O", "O", "O", "H", "H", "H", "H", "C", "C", "C", "O", "C", "C", "C", "O", "O", "O", "H", "H", "H", "H", "C", "C", "C", "O", "C", "C", "C", "O", "O", "O", "H", "H", "H", "H"],
  "positions_angstrom": [[-2.809, -2.987, -3.437], [-3.427, -4.628, -3.264], [-4.880, -4.688, -3.748], [-5.979, -3.905, -2.591], [-3.447, -4.912, -2.214], [-2.774, -5.243, -3.875], [-5.272, -5.693, -3.880], [-4.966, -4.129, -4.677], [-4.493, 0.660, -0.577], [-5.207, -0.935, -0.231], [-6.614, -0.733, 0.330], [-7.643, 0.106, -0.868], [-4.506, -1.364, 0.486], [-5.203, -1.614, -1.081], [-6.643, -0.147, 1.242], [-7.089, -1.699, 0.494], [-1.917, 4.382, -0.551], [-1.564, 5.619, -1.130], [-0.157, 5.830, -1.176], [-0.010, 7.227, -1.745], [1.376, 7.579, -1.739], [1.611, 8.787, -2.426], [-2.928, 4.142, -0.869], [-1.808, 4.383, 0.539], [-1.237, 3.620, -0.954], [0.349, 5.066, -1.776], [0.184, 5.746, -0.138], [-0.455, 7.983, -1.087], [-0.424, 7.352, -2.750], [2.687, 8.950, -2.504], [1.226, 9.605, -1.811], [1.257, 8.763, -3.459], [3.199, -4.408, -0.558], [2.762, -4.832, -1.858], [1.976, -3.829, -2.461], [1.784, -4.188, -3.934], [1.049, -5.394, -3.977], [0.302, -5.461, -5.192], [3.358, -5.311, 0.030], [2.416, -3.844, -0.054], [4.131, -3.872, -0.742], [2.399, -2.827, -2.355], [0.950, -3.825, -2.074], [2.733, -4.156, -4.486], [1.276, -3.360, -4.446], [-0.272, -4.548, -5.381], [-0.417, -6.270, -5.083], [1.003, -5.607, -6.015], [-3.487, -3.597, 4.818], [-2.935, -4.390, 3.781], [-2.553, -3.568, 2.697], [-1.629, -4.360, 1.813], [-0.390, -4.629, 2.438], [0.589, -3.630, 2.390], [-3.834, -4.288, 5.590], [-4.331, -2.988, 4.492], [-2.688, -3.045, 5.327], [-2.015, -2.660, 2.993], [-3.433, -3.314, 2.092], [-1.444, -4.026, 0.787], [-2.095, -5.332, 1.619], [1.588, -4.058, 2.336], [0.457, -2.915, 3.204], [0.512, -3.074, 1.443], [5.594, 1.021, -7.564], [6.763, 1.264, -6.959], [6.904, 1.530, -5.478], [7.939, 1.922, -5.004], [5.622, 1.477, -4.757], [4.450, 1.188, -5.328], [4.338, 1.025, -6.785], [3.246, 0.828, -7.282], [3.296, 1.318, -4.651], [7.921, 1.164, -7.639], [5.554, 0.798, -8.620], [5.708, 1.577, -3.680], [2.567, 1.339, -5.297], [8.626, 1.457, -7.034], [5.632, 3.817, 1.502], [4.917, 3.960, 0.385], [5.492, 4.115, -1.036], [4.781, 4.379, -1.966], [6.929, 3.801, -1.059], [7.631, 3.662, 0.066], [7.071, 3.689, 1.436], [7.739, 3.460, 2.429], [8.933, 3.327, 0.032], [3.564, 3.877, 0.388], [5.090, 3.556, 2.402], [7.381, 3.660, -2.034], [9.213, 3.086, 0.933], [3.327, 3.535, -0.496], [-6.286, 1.587, 5.351], [-6.684, 0.304, 5.395], [-6.155, -0.762, 4.463], [-6.588, -1.888, 4.506], [-5.170, -0.311, 3.471], [-4.815, 0.968, 3.431], [-5.343, 2.053, 4.337], [-4.895, 3.169, 4.251], [-3.930, 1.370, 2.485], [-7.540, -0.131, 6.325], [-6.599, 2.266, 6.132], [-4.831, -1.029, 2.738], [-3.424, 2.113, 2.857], [-7.962, -0.941, 5.989], [-0.062, -1.015, -1.556], [0.956, -0.257, -1.977], [1.341, 1.053, -1.379], [2.326, 1.645, -1.772], [0.474, 1.496, -0.323], [-0.502, 0.719, 0.183], [-0.784, -0.679, -0.338], [-1.580, -1.465, 0.142], [-1.345, 1.123, 1.141], [1.570, -0.558, -3.136], [-0.390, -1.891, -2.096], [0.626, 2.511, 0.025], [-1.641, 0.354, 1.655], [2.107, 0.191, -3.455], [-0.098, -1.739, 7.297], [-1.347, -1.283, 7.253], [-1.883, -0.481, 6.097], [-2.975, 0.047, 6.182], [-0.996, -0.366, 4.957], [0.261, -0.860, 4.984], [0.863, -1.457, 6.245], [2.045, -1.675, 6.355], [1.132, -0.544, 4.033], [-2.172, -1.373, 8.309], [0.181, -2.150, 8.260], [-1.435, 0.159, 4.117], [2.014, -0.896, 4.239], [-2.890, -0.730, 8.160]],
  "forces_ev_per_angstrom": [[0.221, 0.534, 0.172], [-1.098, -0.361, -0.079], [0.373, 0.319, -0.344], [-0.117, 0.141, 0.207], [0.539, -0.040, -0.014], [-0.108, -0.296, 0.163], [0.333, -0.133, 0.006], [-0.099, -0.148, -0.065], [0.206, -0.048, -0.504], [-0.072, 0.153, 0.684], [0.157, -0.441, -0.486], [-0.096, -0.038, 0.033], [-0.328, -0.140, 0.254], [-0.049, 0.453, -0.342], [0.166, 0.049, -0.013], [0.088, -0.026, 0.134], [0.595, -0.064, -0.541], [-0.129, -0.080, -0.271], [-1.125, 0.252, 0.409], [1.294, 0.916, 0.744], [0.175, -0.650, -0.699], [0.632, -0.090, 0.512], [-0.075, 0.030, 0.246], [-0.153, 0.084, 0.028], [-0.198, -0.227, 0.080], [-0.004, 0.062, -0.153], [0.553, 0.296, -0.127], [-0.693, -0.373, -0.046], [-0.126, -0.370, -0.010], [0.054, -0.240, 0.203], [-0.354, 0.288, -0.471], [-0.487, 0.149, 0.092], [-0.111, -0.897, -0.976], [-0.290, 0.453, 0.587], [-0.288, -0.571, -1.155], [0.356, 0.915, 0.486], [-0.294, 0.696, -0.854], [0.317, -0.119, 0.535], [0.275, 0.045, -0.022], [0.113, 0.395, 0.015], [-0.024, 0.332, 0.685], [0.191, -0.005, -0.011], [0.060, 0.023, 0.523], [0.231, -0.942, 0.194], [-0.623, -0.052, 0.357], [0.089, 0.155, 0.133], [0.225, -0.245, -0.204], [-0.251, -0.230, -0.274], [0.305, -1.039, 0.665], [-0.017, 0.820, -0.007], [0.185, -0.266, -0.882], [0.418, -1.214, -0.401], [0.264, -0.795, 0.206], [-0.569, 0.569, -1.041], [-0.232, -0.043, -0.192], [0.162, 0.179, -0.048], [-0.111, 0.501, -0.306], [-0.279, 0.146, 0.355], [-0.103, 0.342, 0.116], [-0.214, 0.953, 0.235], [0.053, -0.115, 0.458], [-0.020, -0.274, 0.608], [0.321, -0.012, 0.129], [-0.161, 0.177, 0.076], [-0.501, 0.197, 0.512], [0.955, -0.794, -0.520], [-2.087, 0.564, -0.733], [0.631, -0.302, 0.039], [0.805, -0.855, 1.192], [0.100, 1.540, 0.611], [0.632, -0.734, -1.399], [-0.143, 0.249, 0.171], [-0.179, -0.422, -0.052], [-0.213, 0.427, 0.433], [-0.098, 0.038, -0.023], [-0.217, 0.354, -0.050], [0.183, -0.170, -0.249], [0.010, -0.061, -0.050], [-0.531, -0.087, -0.056], [-1.425, -0.102, -0.893], [1.292, -0.477, 1.869], [-0.209, -0.110, -0.355], [-0.559, 0.437, -1.045], [1.601, -0.730, -0.171], [-1.444, 0.005, 0.955], [0.609, 0.035, -0.646], [-0.120, 0.089, -0.160], [0.725, -0.274, -0.017], [0.265, 0.265, 0.222], [0.191, 0.115, 0.088], [-0.144, 0.250, 0.041], [-0.340, 0.430, 0.011], [-0.039, -0.076, 0.219], [0.042, 0.089, 0.190], [0.168, 1.039, -1.002], [-0.288, -0.362, 0.372], [-0.812, -0.507, 0.425], [0.976, 0.462, -1.143], [0.189, -1.218, 0.876], [0.062, 0.368, -0.176], [0.106, -0.162, 0.832], [-0.283, 0.052, -0.173], [-0.163, 0.161, -0.193], [0.245, -0.026, 0.119], [-0.396, 0.329, -0.295], [0.371, -0.147, 0.200], [0.167, -0.095, 0.304], [-0.141, -0.184, -1.861], [-0.103, -0.536, 0.550], [-0.054, 0.156, -0.097], [-0.584, 0.707, 0.626], [-0.448, -0.310, 0.465], [0.534, -0.457, -1.073], [0.003, 0.947, 0.723], [0.682, 0.283, 0.299], [0.010, -0.047, 0.120], [0.137, -0.063, 0.010], [0.001, -0.104, 0.270], [-0.433, -0.054, -0.460], [0.292, -0.060, 0.420], [-0.026, -0.089, 0.831], [-0.769, 0.736, 0.431], [0.495, -0.475, -0.044], [-0.034, -0.018, 0.106], [-0.244, -0.337, -0.322], [0.363, 1.488, 0.323], [-1.089, -0.754, 0.457], [0.311, 0.259, -0.690], [0.006, -0.302, -0.549], [0.201, 0.100, -0.349], [0.536, -0.211, -0.287], [0.386, 0.074, -0.138], [-0.103, -0.113, 0.298], [-0.118, -0.259, -0.136]]
}